[1]
This record from OMol25 describes a molecular structure, C35H42Cl2IrN2O3S5 in a non-equilibrium geometry. The level of theory is ωB97M-V/def2-TZVPD.

Values from the calculation:
2S+1 ... 1
HOMO (alpha / beta) ... -0.18275 / -0.18275 Ha
Net charge ... -1
HOMO-LUMO gap (alpha / beta) ... 6.67 / 6.67 eV
Relative energy (zero: lowest compared OMol25 entry of this formula, charge and spin) ... 41.17 kcal per mole

```
90
Properties=species:S:1:pos:R:3:forces:R:3:mulliken_charge:R:1
Ir 0.601 -0.452 0.356 0.80 -1.67 -0.33 3.52
C -0.246 2.506 -1.652 0.00 -0.02 -0.10 -0.97
C -0.656 2.120 -3.070 0.21 0.08 0.08 0.15
C 0.596 1.873 -3.926 -0.20 0.09 0.03 -1.45
C -1.655 0.978 -3.116 0.01 0.01 0.10 0.12
C -2.825 1.199 -3.829 -0.16 -0.02 -0.16 -0.77
C -3.788 0.218 -3.963 0.01 -0.04 -0.01 -1.33
C -3.615 -0.985 -3.305 -0.02 0.07 -0.18 -0.74
C -2.479 -1.243 -2.552 0.04 -0.12 0.01 0.85
C -2.429 -2.559 -1.809 0.14 -0.09 0.17 0.30
C -1.286 -3.479 -2.238 -0.17 0.06 -0.01 -1.26
C -2.398 -2.303 -0.305 -0.02 0.06 -0.04 0.14
C -1.466 -0.272 -2.496 -0.96 0.30 -0.34 -0.11
N -0.225 -0.531 -1.899 1.85 -0.41 1.72 0.83
C 0.734 -0.928 -2.677 -0.28 0.09 0.01 -0.44
C 2.072 -0.952 -2.265 0.32 -0.40 -0.30 0.11
C 3.228 -1.311 -2.984 -0.66 0.01 0.10 -1.83
C 4.295 -1.017 -2.162 0.01 0.14 0.14 -1.12
C 3.762 -0.474 -0.976 0.31 0.09 0.22 -0.81
N 2.430 -0.447 -1.037 -1.49 -0.34 1.44 0.42
C 4.564 0.036 0.187 0.12 0.03 0.29 3.23
C 5.197 -1.166 0.902 -0.06 0.10 -0.13 -1.54
C 3.668 0.808 1.150 -0.07 -0.22 -0.08 -1.81
C 5.679 0.959 -0.324 -0.19 -0.15 0.00 -1.91
H 0.411 3.373 -1.677 0.07 0.13 0.01 0.49
H 0.295 1.695 -1.165 -0.01 0.14 -0.03 -0.29
H -1.117 2.749 -1.047 -0.08 0.03 0.11 0.05
H -1.174 2.985 -3.506 0.02 -0.17 0.04 0.63
H 1.322 1.269 -3.388 0.10 0.02 -0.04 0.18
H 1.064 2.827 -4.163 0.10 0.08 -0.02 0.49
H 0.344 1.375 -4.861 0.01 -0.03 -0.11 0.32
H -2.976 2.158 -4.307 0.05 0.07 -0.04 0.39
H -4.674 0.394 -4.558 -0.07 0.04 0.00 0.35
H -4.379 -1.747 -3.371 -0.07 -0.07 0.03 0.33
H -3.366 -3.083 -2.039 0.08 0.12 -0.02 0.61
H -0.328 -3.072 -1.938 0.13 -0.06 0.07 -0.09
H -1.284 -3.618 -3.319 0.04 -0.06 -0.11 0.31
H -1.406 -4.450 -1.761 0.03 -0.10 0.03 0.49
H -1.492 -1.759 -0.024 -0.18 -0.22 -0.01 -0.58
H -2.417 -3.244 0.240 0.01 -0.07 0.09 0.57
H -3.247 -1.694 -0.006 -0.10 0.04 0.08 -0.53
H 0.512 -1.200 -3.713 -0.02 0.09 0.09 0.06
H 3.249 -1.725 -3.976 -0.01 -0.03 -0.17 0.54
H 5.338 -1.158 -2.380 0.15 0.04 -0.02 0.52
H 4.421 -1.846 1.244 -0.04 -0.09 0.10 0.05
H 5.772 -0.839 1.766 0.06 0.02 0.09 0.44
H 5.854 -1.709 0.225 0.09 -0.07 -0.08 0.36
H 2.830 0.180 1.459 0.14 0.15 0.20 -0.09
H 3.255 1.691 0.669 -0.08 0.14 -0.03 0.29
H 4.221 1.110 2.037 0.11 0.06 0.05 0.53
H 6.361 0.423 -0.979 0.12 -0.04 -0.11 0.34
H 6.251 1.353 0.512 0.08 0.06 0.15 0.45
H 5.255 1.793 -0.879 -0.03 0.12 -0.07 0.40
Cl 0.237 -3.741 1.470 -0.33 -0.17 0.21 -0.18
C 1.294 -2.662 0.564 -0.62 1.80 -1.24 -0.66
H 1.377 -3.085 -0.440 -0.01 0.18 0.09 0.41
H 2.269 -2.714 1.052 -0.21 0.52 -0.01 -0.08
C 3.021 -2.418 4.803 0.13 0.37 -0.09 -0.78
S 3.856 -0.937 4.154 -0.09 -0.22 0.02 0.07
C 2.654 0.312 4.412 -0.30 0.13 -0.09 -0.05
C 1.356 0.303 4.004 0.61 0.76 0.58 0.02
S 0.555 -0.924 3.140 -0.27 -0.42 -1.96 -0.40
S 0.414 1.700 4.556 0.93 -0.14 0.15 0.04
C 1.712 2.588 5.294 -0.18 -0.31 -0.12 0.02
S 1.521 4.066 5.974 0.00 0.32 0.14 -0.30
S 3.226 1.734 5.267 -0.56 -0.12 -0.09 -0.16
H 3.786 -3.188 4.824 0.06 -0.11 0.07 0.40
H 2.206 -2.697 4.145 -0.03 -0.06 0.01 0.15
H 2.652 -2.215 5.804 -0.01 -0.08 0.10 0.32
C -4.204 1.214 3.451 0.11 0.02 -0.04 -1.90
C -4.354 1.053 1.967 0.13 0.33 -0.12 1.19
C -5.184 0.047 1.493 0.04 0.02 -0.20 -0.60
C -5.436 -0.087 0.143 0.13 0.22 0.11 -0.08
Cl -6.476 -1.354 -0.408 -0.25 -0.33 -0.15 -0.28
C -4.886 0.788 -0.775 -0.07 -0.06 0.10 -0.70
C -4.026 1.764 -0.319 0.07 0.13 0.31 -0.06
C -3.729 1.894 1.037 -0.65 -0.15 -0.24 -0.02
O -2.921 2.951 1.383 -0.28 -0.09 -0.04 -0.63
C -1.723 2.675 2.081 0.34 -0.28 0.07 -0.82
C -0.869 1.589 1.418 0.61 1.08 0.51 1.12
O -1.438 0.627 0.865 0.35 -1.70 -0.38 -0.89
O 0.375 1.691 1.477 -0.02 0.35 -0.69 -0.71
H -5.117 0.890 3.946 0.00 -0.01 0.07 0.52
H -4.019 2.253 3.716 0.01 0.06 0.06 0.38
H -3.382 0.605 3.827 0.12 0.00 0.08 0.30
H -5.647 -0.633 2.192 -0.09 -0.07 0.09 0.48
H -5.110 0.692 -1.823 -0.01 0.01 -0.05 0.79
H -3.566 2.443 -1.018 0.11 0.11 -0.06 0.45
H -1.911 2.351 3.112 -0.01 0.09 -0.13 0.16
H -1.169 3.616 2.106 -0.01 -0.20 0.02 0.27
```
Positions in Å, forces in eV/Å.

=====

[2]
This record from OMol25 describes a molecular structure, C35H43ClN2Si2Tm in a non-equilibrium geometry. The level of theory is ωB97M-V/def2-TZVPD.

Values from the calculation:
2S+1 ... 3
HOMO (alpha / beta) ... -0.30595 / -0.30601 Ha
Expectation value of S² ... 2.00
Net charge ... +1
HOMO-LUMO gap (alpha / beta) ... 5.00 / 5.10 eV

```
84
Properties=species:S:1:pos:R:3:forces:R:3:mulliken_spin:R:1
C -1.589 -0.939 4.108 -0.94 -0.75 0.45 0.00
C -2.216 -0.603 2.867 -0.39 -1.03 0.62 0.00
C -1.814 -1.580 1.912 -1.11 -0.89 0.19 -0.01
H -2.958 0.183 2.715 0.42 -0.19 -0.03 0.00
C -0.951 -2.514 2.559 -0.64 -0.35 0.34 0.00
C -0.791 -2.119 3.922 -1.51 0.03 -0.08 -0.01
H -0.340 -2.699 4.723 0.12 0.25 -0.30 0.00
H -1.834 -0.499 5.080 0.36 -0.05 -0.56 0.00
H -2.236 -1.695 0.906 0.55 0.21 0.34 0.00
H -0.538 -3.417 2.114 -0.05 0.34 -0.02 0.00
Tm 0.154 -0.394 2.566 3.00 2.73 -1.87 2.02
Si 1.586 1.114 -0.928 -2.22 -1.35 -1.19 0.00
C -0.029 2.181 -0.934 0.74 0.51 1.14 0.00
C 0.158 3.522 -1.287 -0.82 0.09 -0.46 0.00
H 1.169 3.901 -1.412 -0.19 -0.05 -0.41 0.00
C -0.936 4.380 -1.444 0.37 -0.45 0.28 0.00
H -0.772 5.369 -1.841 -0.06 0.22 0.06 0.00
C -2.206 3.962 -1.066 -0.33 0.20 -0.07 0.00
H -3.055 4.652 -1.157 0.36 -0.40 -0.02 0.00
C -2.383 2.699 -0.507 0.77 -0.49 0.34 0.00
H -3.355 2.391 -0.135 0.04 0.07 -0.01 0.00
C -1.286 1.816 -0.389 0.02 0.49 -0.78 0.00
H -1.429 0.849 0.115 -0.01 0.11 -0.50 0.00
C -0.740 -1.490 -1.475 -0.44 -0.03 0.56 0.00
C -2.092 -1.621 -1.781 -0.28 -0.81 0.16 0.00
H -2.660 -0.734 -2.116 0.33 -0.85 -0.23 0.00
C -2.672 -2.893 -1.686 -0.57 0.42 0.00 0.00
H -3.673 -3.031 -2.066 -0.20 -0.03 0.08 0.00
C -1.965 -3.996 -1.214 0.22 0.15 0.08 0.00
H -2.408 -5.007 -1.231 0.35 0.69 -0.04 0.00
C -0.695 -3.770 -0.681 0.09 -0.08 0.52 0.00
H -0.134 -4.623 -0.311 -0.05 0.11 0.26 0.00
C -0.108 -2.497 -0.684 -0.46 -0.01 -1.16 0.00
H 0.885 -2.318 -0.225 -0.36 -0.22 -0.73 0.00
H 1.068 0.266 0.251 0.19 -0.77 1.16 0.00
Si 0.400 -0.501 -2.552 1.90 2.18 0.03 0.00
C 0.867 -1.798 -3.822 0.55 -0.23 -0.20 0.00
C 0.187 -1.800 -5.052 -0.28 -0.50 0.14 0.00
H -0.186 -0.864 -5.474 -0.14 -0.40 0.27 0.00
C -0.069 -3.011 -5.708 0.27 0.16 -0.07 0.00
H -0.688 -3.006 -6.608 0.23 -0.06 0.22 0.00
C 0.448 -4.206 -5.203 -0.06 0.33 0.17 0.00
H 0.174 -5.159 -5.659 0.19 0.27 0.12 0.00
C 1.323 -4.155 -4.111 0.10 -0.06 -0.25 0.00
H 1.773 -5.077 -3.753 0.09 0.13 -0.08 0.00
C 1.582 -2.947 -3.464 -0.51 -0.43 -0.16 0.00
H 2.302 -2.893 -2.647 -0.36 -0.20 0.06 0.00
C 0.002 0.925 -3.808 -0.90 -0.55 1.24 0.00
C -1.337 1.208 -4.062 -0.34 0.90 -0.25 0.00
H -2.126 0.596 -3.615 0.23 0.16 -0.33 0.00
C -1.691 2.348 -4.796 0.20 -0.29 0.22 0.00
H -2.743 2.591 -4.926 0.18 0.02 -0.12 0.00
C -0.692 3.181 -5.298 -0.20 0.31 -0.11 0.00
H -0.972 4.092 -5.835 0.10 -0.34 0.10 0.00
C 0.655 2.905 -5.065 -0.52 -0.47 0.43 0.00
H 1.419 3.585 -5.406 0.10 0.02 -0.10 0.00
C 0.988 1.784 -4.301 -0.06 0.13 0.07 0.00
H 2.019 1.626 -4.014 0.14 -0.11 -0.21 0.00
H 2.655 0.836 -1.879 0.87 0.89 0.04 0.00
Cl 2.771 2.467 0.258 0.57 0.20 0.82 0.00
C 3.050 -1.048 2.772 0.31 0.15 0.11 0.00
N 2.183 -0.435 3.819 -0.08 -0.02 -0.05 -0.01
C 2.243 -1.268 5.043 0.24 0.12 0.14 0.00
C 2.583 0.996 4.133 0.32 -0.79 0.13 0.00
C 1.574 2.016 3.615 -0.04 0.10 0.06 0.00
N 0.166 1.589 3.884 0.39 -0.09 0.28 0.00
C -0.067 1.601 5.347 -0.05 0.08 -0.06 0.00
C -0.794 2.521 3.253 0.17 0.19 0.01 0.00
H 2.689 -2.071 2.546 0.16 0.39 0.08 0.00
H 4.095 -1.116 3.146 -0.52 -0.05 -0.34 0.00
H 3.040 -0.436 1.851 0.03 -0.17 0.33 0.00
H 1.554 -0.864 5.792 0.19 -0.22 -0.15 0.00
H 1.959 -2.306 4.823 0.19 0.35 0.02 0.00
H 3.267 -1.235 5.452 -0.30 -0.17 -0.05 0.00
H 2.688 1.058 5.223 -0.06 0.08 -0.28 0.00
H 3.585 1.169 3.703 -0.45 0.17 0.11 0.00
H 1.755 2.968 4.140 0.03 -0.10 -0.32 0.00
H 1.724 2.191 2.539 -0.19 -0.03 0.09 0.00
H 0.282 2.561 5.757 -0.11 -0.24 0.02 0.00
H -1.139 1.504 5.530 0.21 0.03 0.08 0.00
H 0.450 0.776 5.847 -0.12 0.28 -0.13 0.00
H -1.798 2.274 3.612 0.15 0.09 -0.18 0.00
H -0.551 3.555 3.550 -0.16 -0.22 -0.24 0.00
H -0.757 2.431 2.157 0.01 0.18 0.15 0.00
```
Positions in Å, forces in eV/Å.